# C6H12OS

A single C6H12OS molecule (ωB97M-V/def2-TZVPD, the Open Molecules 2025 dataset).

XYZ file:
```
20
Properties=species:S:1:pos:R:3:forces:R:3:mulliken_charge:R:1
C 0.9274 2.4172 0.4897 0.1 0.9 1.2 -0.620
C -0.3633 0.3758 0.1503 -1.2 1.6 -1.2 0.981
C -0.6281 0.2333 1.6403 -2.1 1.6 -0.9 -1.418
C 0.7039 -0.5423 -0.3578 1.7 -2.0 1.1 -1.075
C -0.0148 -1.9339 -0.7218 2.5 0.1 3.0 -0.433
C -0.9961 -1.5493 -1.7043 -1.6 0.4 -2.0 -0.480
H 1.7882 1.6729 0.8029 -1.9 1.2 -0.8 0.238
H 1.3958 3.2194 -0.1773 -0.8 -1.1 0.9 0.264
H 0.5288 2.9349 1.4891 1.0 -1.0 -2.1 0.220
H 0.2059 0.5250 2.2218 1.0 0.2 0.5 0.349
H -0.9458 -0.7449 1.8927 -0.1 -1.1 0.2 0.429
H -1.4872 0.9017 1.9151 0.7 -0.5 -0.2 0.336
H 1.6024 -0.7663 0.3731 -1.9 0.6 -1.1 0.257
H 1.1541 -0.1400 -1.2544 0.0 0.2 -0.4 0.415
H 0.8192 -2.5585 -1.1853 -1.3 0.1 1.1 0.292
H -0.5116 -2.2780 0.2919 1.2 0.0 -2.1 0.212
H -0.4148 -1.2008 -2.5565 -0.3 0.0 -0.5 0.289
H -1.7311 -2.3144 -2.0863 0.7 0.8 0.7 0.327
O -0.2167 1.8431 -0.2293 2.1 -2.0 1.6 -0.415
S -1.8162 -0.0949 -0.9938 -0.1 0.3 0.9 -0.167
```
Forces are in eV/Å.

Properties
* max |F|: 0.076 Eh/bohr
* SMILES: CO[C@]1(C)CCCS1
* ΔE to the lowest compared entry with this formula, charge and spin: 1.7058 eV
* charge: 0
* orbital gap: 9.422 eV